[1]
Computed, not measured: the molecule C3H3N3OS, with wB97M-V/def2-TZVPD.

For the electronic energy, the calculation gives -20509.5867 eV. For the relative energy (zero: lowest compared OMol25 entry of this formula, charge and spin), the calculation gives 87.5 kcal per mole. The calculation puts the LUMO energy at 0.006 eV. The value obtained for the frontier orbital gap is 8.33 eV. The SMILES is SN=c1ncocn1. Its HOMO energy is -8.3264 eV.

Structure (XYZ):
```
11
Properties=species:S:1:pos:R:3:forces:R:3
S 2.349392 -0.842239 -0.042929 2.832 2.306 -2.179
N 1.235446 0.155905 -1.006375 -1.288 -1.680 2.787
C 0.055266 0.060039 -0.414508 3.268 2.435 -4.819
N -0.228446 -0.611357 0.701229 -2.964 0.471 1.890
C -1.329276 -0.217304 1.301891 2.421 -0.948 -0.182
O -2.236331 0.704399 0.955736 2.476 -0.908 -1.701
C -1.968494 1.012411 -0.465189 -0.262 -0.480 0.260
N -0.933968 0.789131 -1.170890 -2.071 -0.397 2.714
H 3.644849 -0.180927 -0.673660 -2.930 -1.578 1.326
H -1.433785 -0.702022 2.226543 -1.047 -0.295 1.314
H -2.966881 1.256947 -0.712810 -0.435 1.075 -1.410
```
Forces are in eV/Å.

Atomic partial charges in e from the Mulliken method, atoms 1 to 5: atom 1 (S): -0.175, atom 2 (N): -0.413, atom 3 (C): 0.659, atom 4 (N): -0.462, atom 5 (C): 0.013



[2]
Computed, not measured: the molecule C3H3N3S, with wB97M-V/def2-TZVPD.

For the electronic energy, the calculation gives -18460.8547 eV. For the relative energy (zero: lowest compared OMol25 entry of this formula, charge and spin), the calculation gives 97.5 kcal per mole. The calculation puts the LUMO energy (spin up / spin down) at -2.335 / -2.336 eV. The value obtained for the frontier orbital gap (spin up / spin down) is 6.92 / 6.84 eV. Its HOMO energy (spin up / spin down) is -9.2593 / -9.1773 eV.

Structure (XYZ):
```
10
Properties=species:S:1:pos:R:3:forces:R:3
C 0.119320 -1.043868 -2.289961 -0.268 -1.240 -0.529
C 0.627854 -0.157939 0.979417 -0.085 0.011 -0.088
C -0.515041 0.842208 1.133741 -0.644 0.258 -0.286
N -0.150385 -1.580346 -3.275015 -0.135 -0.175 -0.382
N 0.920420 -0.662322 -0.129081 0.720 -1.312 0.841
N 0.455272 -0.353145 -1.257566 -1.366 3.765 0.851
S -1.310428 1.236873 -0.412357 1.447 -1.236 -0.517
H 1.188224 -0.439501 1.857081 0.117 -0.027 0.008
H -1.247229 0.409929 1.822389 0.191 0.018 0.045
H -0.088008 1.748112 1.571351 0.023 -0.063 0.056
```
Forces are in eV/Å.

Atomic partial charges in e from the Mulliken method, atoms 1 to 5: atom 1 (C): 0.481, atom 2 (C): -0.152, atom 3 (C): -0.364, atom 4 (N): -0.391, atom 5 (N): -0.097



[3]
Computed, not measured: the molecule C3H3N3S, with wB97M-V/def2-TZVPD.

For the electronic energy, the calculation gives -18463.2638 eV. For the relative energy (zero: lowest compared OMol25 entry of this formula, charge and spin), the calculation gives 42.0 kcal per mole. The calculation puts the LUMO energy at -1.287 eV. The value obtained for the frontier orbital gap is 7.82 eV. The SMILES is [H]/N=C1/N=CNC1=S. Its HOMO energy is -9.1096 eV.

Structure (XYZ):
```
10
Properties=species:S:1:pos:R:3:forces:R:3
H -1.288484 2.317751 0.305543 -1.409 -0.642 -0.066
N -0.342224 2.188700 0.043506 4.149 -3.808 -0.348
C 0.093360 0.921416 -0.008330 -3.304 5.470 1.279
N 1.470143 0.584232 -0.166944 -1.261 -2.371 -0.760
C 1.440749 -0.714178 -0.176434 -2.697 1.491 1.288
N 0.077565 -1.239289 0.215741 -0.148 -3.224 -0.653
C -0.874087 -0.302805 0.172739 1.627 3.021 -1.825
S -2.499340 -0.159942 -0.159290 1.329 -0.912 0.956
H 2.253390 -1.379998 -0.398264 0.078 -0.258 0.224
H -0.331069 -2.215883 0.171729 1.636 1.234 -0.095
```
Forces are in eV/Å.

Atomic partial charges in e from the Mulliken method, atoms 1 to 5: atom 1 (H): 0.268, atom 2 (N): -0.562, atom 3 (C): 0.495, atom 4 (N): -0.434, atom 5 (C): -0.063



[4]
Computed, not measured: the molecule C3H3N3S, with wB97M-V/def2-TZVPD.

For the electronic energy, the calculation gives -18463.8651 eV. For the relative energy (zero: lowest compared OMol25 entry of this formula, charge and spin), the calculation gives 28.1 kcal per mole. The calculation puts the LUMO energy at -1.469 eV. The value obtained for the frontier orbital gap is 7.78 eV. The SMILES is [H]/N=C1/C=NC(=S)N1. Its HOMO energy is -9.2446 eV.

Structure (XYZ):
```
10
Properties=species:S:1:pos:R:3:forces:R:3
H 2.539685 0.170588 -0.013312 -0.652 -1.312 -0.859
N 1.962519 -0.543236 -0.558417 -0.707 1.345 1.201
C 0.734548 -0.376056 -0.201182 2.673 0.780 0.848
C -0.443205 -0.946169 -0.781864 0.016 -2.326 -4.361
N -1.532145 -0.396290 -0.488942 -0.793 -0.803 0.480
C -1.217894 0.466310 0.546978 0.341 1.442 0.291
S -2.359620 1.406496 1.172941 0.080 0.449 0.786
N 0.176591 0.471939 0.740116 -0.730 2.782 1.954
H -0.419362 -1.593528 -1.696455 0.309 0.223 1.197
H 0.558883 1.339944 1.280138 -0.537 -2.581 -1.538
```
Forces are in eV/Å.

Atomic partial charges in e from the Mulliken method, atoms 1 to 5: atom 1 (H): 0.247, atom 2 (N): -0.629, atom 3 (C): 0.515, atom 4 (C): -0.090, atom 5 (N): -0.343



[5]
Computed, not measured: the molecule C3H3N3S2, with wB97M-V/def2-TZVPD.

For the electronic energy, the calculation gives -29296.9021 eV. For the relative energy (zero: lowest compared OMol25 entry of this formula, charge and spin), the calculation gives 65.9 kcal per mole. The calculation puts the LUMO energy at -0.369 eV. The value obtained for the frontier orbital gap is 9.48 eV. The SMILES is Sc1cc(S)nnn1. Its HOMO energy is -9.8483 eV.

Structure (XYZ):
```
11
Properties=species:S:1:pos:R:3:forces:R:3
S -0.526623 2.077766 2.016796 -1.261 -1.429 -1.417
C -0.040956 0.778506 0.770938 3.508 3.662 2.600
C -0.751530 0.064800 -0.086973 -5.474 -0.886 1.086
C -0.092753 -0.812043 -0.878734 -0.107 -0.904 -1.208
S -1.014793 -1.866068 -1.943034 2.987 -2.853 0.531
N 1.224665 -0.929402 -0.857190 -0.051 -0.393 0.090
N 1.882312 -0.200971 -0.009524 0.916 1.307 0.579
N 1.326095 0.724327 0.755062 -0.631 -1.492 -0.623
H 0.695577 2.343916 2.433964 0.653 -0.203 -0.098
H -1.905444 -0.044354 0.104082 2.273 0.463 -0.885
H 0.152451 -3.031971 -1.768055 -2.814 2.727 -0.654
```
Forces are in eV/Å.

Atomic partial charges in e from the Mulliken method, atoms 1 to 5: atom 1 (S): -0.232, atom 2 (C): 0.335, atom 3 (C): -0.154, atom 4 (C): 0.631, atom 5 (S): -0.302



[6]
Computed, not measured: the ion C3H3N4O4 with charge +1, with wB97M-V/def2-TZVPD.

For the electronic energy, the calculation gives -17290.9690 eV. As for the charge: +1. For the relative energy (zero: lowest compared OMol25 entry of this formula, charge and spin), the calculation gives 81.7 kcal per mole. The calculation puts the LUMO energy at -6.277 eV. The value obtained for the frontier orbital gap is 9.76 eV. Its HOMO energy is -16.0350 eV.

Structure (XYZ):
```
14
Properties=species:S:1:pos:R:3:forces:R:3
C -0.705810 0.452012 -0.298094 -1.175 -3.989 -0.058
C 0.324477 0.185058 0.484742 1.133 1.976 0.662
C 0.213800 -1.759643 -0.547765 -2.374 -4.212 2.231
N -1.114960 -1.476496 -0.675332 3.770 3.984 -4.384
N 0.800059 -1.083563 0.350406 5.556 1.233 2.394
N -1.737492 1.414428 -0.545121 2.572 -0.135 1.083
N 1.371669 1.207338 1.269767 -1.247 -1.405 -0.871
O -2.835818 1.082556 -0.659872 -3.409 -1.097 -0.615
O -1.236386 2.493885 -0.519064 0.615 2.055 -0.253
O 2.422386 0.703249 1.596963 -1.043 0.308 -0.397
O 0.917352 2.290368 1.372661 0.537 0.321 0.414
H 0.609627 -2.758687 -0.808038 -0.076 0.673 -0.441
H -0.831236 -1.503244 -1.768492 -2.822 0.083 1.118
H 1.802334 -1.247261 0.747239 -2.038 0.205 -0.883
```
Forces are in eV/Å.

Atomic partial charges in e from the Mulliken method, atoms 1 to 5: atom 1 (C): 0.138, atom 2 (C): 0.071, atom 3 (C): -0.147, atom 4 (N): -0.345, atom 5 (N): 0.022



[7]
Computed, not measured: the molecule C3H3N5, with wB97M-V/def2-TZVPD.

For the electronic energy, the calculation gives -10604.3315 eV. For the relative energy (zero: lowest compared OMol25 entry of this formula, charge and spin), the calculation gives 104.6 kcal per mole. The calculation puts the LUMO energy at -1.090 eV. The value obtained for the frontier orbital gap is 7.83 eV. The SMILES is [H]/N=c1\ccnnnn1. Its HOMO energy is -8.9162 eV.

Structure (XYZ):
```
11
Properties=species:S:1:pos:R:3:forces:R:3
H -2.369744 0.357070 1.126544 1.301 -1.163 -0.842
N -1.900613 -0.551994 0.833840 1.933 0.181 -1.590
C -0.875466 -0.468510 0.019070 -4.250 -0.463 1.967
C -0.333834 0.768581 -0.540672 2.557 -1.594 1.328
C 0.967321 0.927132 -0.233416 -0.024 0.684 -0.126
N 1.710986 0.110635 0.673701 -1.070 1.174 1.200
N 1.509872 -1.083346 0.816545 0.695 -0.260 -2.351
N 0.948625 -1.668065 -0.515492 3.018 -2.218 2.118
N -0.217801 -1.599296 -0.652741 -3.542 1.721 -0.385
H -0.930393 1.363436 -1.142975 -0.880 1.512 -0.730
H 1.491042 1.844358 -0.384404 0.263 0.425 -0.588
```
Forces are in eV/Å.

Atomic partial charges in e from the Mulliken method, atoms 1 to 5: atom 1 (H): 0.266, atom 2 (N): -0.643, atom 3 (C): 0.610, atom 4 (C): -0.501, atom 5 (C): -0.162



[8]
Computed, not measured: the molecule C3H3NO, with wB97M-V/def2-TZVPD.

For the electronic energy, the calculation gives -6692.8751 eV. For the relative energy (zero: lowest compared OMol25 entry of this formula, charge and spin), the calculation gives 83.4 kcal per mole. The calculation puts the LUMO energy at 0.754 eV. The value obtained for the frontier orbital gap is 11.03 eV. The SMILES is c1cnoc1. Its HOMO energy is -10.2720 eV.

Structure (XYZ):
```
8
Properties=species:S:1:pos:R:3:forces:R:3
C 0.012712 0.869674 0.025355 -0.689 0.707 0.054
C -1.039644 -0.096302 0.112629 -0.410 -0.330 0.135
N -0.632594 -1.335659 0.111365 0.381 0.927 0.436
O 0.740409 -1.237623 0.123054 -1.977 0.227 0.842
C 1.148039 0.181084 0.056326 1.004 -4.970 -1.553
H -0.101519 1.939202 -0.035000 -0.037 -0.059 -0.096
H -2.101418 0.105972 0.167588 0.107 -0.002 -0.029
H 1.835094 -0.517945 -0.572516 1.622 3.499 0.211
```
Forces are in eV/Å.

Atomic partial charges in e from the Mulliken method, atoms 1 to 5: atom 1 (C): -0.336, atom 2 (C): -0.130, atom 3 (N): -0.306, atom 4 (O): -0.128, atom 5 (C): -0.182



[9]
Computed, not measured: the molecule C3H3NO, with wB97M-V/def2-TZVPD.

For the electronic energy, the calculation gives -6693.0359 eV. For the relative energy (zero: lowest compared OMol25 entry of this formula, charge and spin), the calculation gives 79.7 kcal per mole. The calculation puts the LUMO energy at -0.338 eV. The value obtained for the frontier orbital gap is 9.67 eV. Its HOMO energy is -10.0071 eV.

Structure (XYZ):
```
8
Properties=species:S:1:pos:R:3:forces:R:3
C -1.292227 -0.243289 0.202589 0.077 -0.046 0.102
C 0.160606 -0.510873 0.352169 -0.273 0.260 -0.190
O 0.779170 0.544752 -0.249876 0.157 -0.173 0.082
C 2.092238 0.463940 -0.301831 0.888 0.023 -0.093
N 3.243883 0.466282 -0.399561 -1.025 0.012 0.100
H -1.572434 0.796140 -0.004751 0.099 -0.129 0.025
H -1.580828 -0.866147 -0.660357 0.025 0.020 0.094
H -1.830407 -0.650806 1.061616 0.054 0.033 -0.120
```
Forces are in eV/Å.

Atomic partial charges in e from the Mulliken method, atoms 1 to 5: atom 1 (C): -0.691, atom 2 (C): -0.220, atom 3 (O): -0.181, atom 4 (C): 0.623, atom 5 (N): -0.380



[10]
Computed, not measured: the molecule C3H3NO, with wB97M-V/def2-TZVPD.

For the electronic energy, the calculation gives -6695.9434 eV. For the relative energy (zero: lowest compared OMol25 entry of this formula, charge and spin), the calculation gives 12.7 kcal per mole. The calculation puts the LUMO energy at 0.427 eV. The value obtained for the frontier orbital gap is 11.22 eV. The SMILES is N#CCC=O. Its HOMO energy is -10.7920 eV.

Structure (XYZ):
```
8
Properties=species:S:1:pos:R:3:forces:R:3
N 2.479828 -0.012117 -0.033427 -0.283 0.389 -0.968
C 1.367732 -0.119663 -0.321859 1.144 -0.418 1.204
C -0.007876 -0.507621 -0.045511 -0.136 -0.144 -0.021
C -0.957676 0.669070 0.013065 -0.401 -0.041 -0.083
O -2.123852 0.570068 -0.256098 0.396 0.156 0.102
H -0.361565 -1.309984 -0.691550 -0.117 0.181 -0.045
H 0.097539 -0.907198 0.973539 -0.401 -0.025 -0.106
H -0.494127 1.617446 0.361840 -0.203 -0.098 -0.083
```
Forces are in eV/Å.

Atomic partial charges in e from the Mulliken method, atoms 1 to 5: atom 1 (N): -0.410, atom 2 (C): 0.183, atom 3 (C): -0.186, atom 4 (C): -0.015, atom 5 (O): -0.430



> Look up the relative energy (zero: lowest compared OMol25 entry of this formula, charge and spin) of the first one.

87.5 kcal per mole